{
  "formula": "C24H72N6O9",
  "method": "ωB97M-V with the def2-TZVPD basis set",
  "spin_multiplicity": 2,
  "e_homo_ev": [-10.88, -10.88],
  "energy_ha": -1962.82916,
  "de_lowest_ev": 0.000,
  "s2": 0.75,
  "lumo_ev": [-1.8495, -7.1504],
  "total_charge": 1,
  "molar_mass_g_mol": 588.87,
  "gap_ev": [9.029, 3.728],
  "species": ["C", "C", "C", "O", "C", "N", "H", "H", "H", "H", "H", "H", "H", "H", "H", "H", "H", "C", "C", "C", "O", "C", "N", "H", "H", "H", "H", "H", "H", "H", "H", "H", "H", "H", "C", "C", "C", "O", "C", "N", "H", "H", "H", "H", "H", "H", "H", "H", "H", "H", "H", "C", "C", "C", "O", "C", "N", "H", "H", "H", "H", "H", "H", "H", "H", "H", "H", "H", "C", "C", "C", "O", "C", "N", "H", "H", "H", "H", "H", "H", "H", "H", "H", "H", "H", "C", "C", "C", "O", "C", "N", "H", "H", "H", "H", "H", "H", "H", "H", "H", "H", "H", "O", "H", "H", "O", "H", "H", "O", "H", "H"],
  "xyz": [[-6.52371, 2.85338, 0.47839], [-5.16299, 2.61619, 1.14500], [-4.99064, 1.12265, 1.55628], [-4.01617, 1.05819, 2.59483], [-4.16282, -0.06858, 3.40879], [-4.03431, 3.04242, 0.31431], [-6.49549, 3.84010, 0.01613], [-7.22176, 3.06083, 1.28943], [-6.84366, 2.06161, -0.19899], [-5.05860, 3.23626, 2.03535], [-4.69402, 0.40199, 0.79420], [-6.02337, 0.81575, 1.72179], [-4.52383, -0.93522, 2.85498], [-4.89124, 0.09511, 4.20296], [-3.16396, -0.39745, 3.69556], [-3.12162, 2.78971, 0.66536], [-4.08871, 2.52304, -0.55020], [-2.17137, 4.12439, 2.65713], [-1.16231, 2.94185, 2.63870], [-1.00576, 2.23881, 4.02792], [0.01583, 1.24044, 3.93554], [0.29393, 0.43495, 5.05865], [-1.69449, 1.96546, 1.64427], [-1.87529, 4.74902, 3.49991], [-3.19381, 3.78743, 2.82793], [-2.29042, 4.78363, 1.79728], [-0.15767, 3.32975, 2.47036], [-1.91748, 1.79388, 4.42656], [-0.72555, 3.03109, 4.72210], [0.65099, 1.07446, 5.86589], [1.03815, -0.32111, 4.80841], [-0.63710, -0.08514, 5.28404], [-2.56105, 1.69225, 2.08533], [-1.23528, 1.06602, 1.65942], [-1.38324, -2.73897, 1.79485], [0.06834, -2.24587, 1.93423], [0.90403, -2.64670, 0.68664], [1.07002, -4.07945, 0.69662], [1.72497, -4.51249, -0.51963], [-0.04192, -0.75912, 1.97985], [-1.72364, -2.64440, 0.76369], [-2.13720, -2.20840, 2.37634], [-1.45479, -3.76555, 2.15418], [0.55502, -2.56181, 2.85695], [1.85202, -2.11126, 0.63446], [0.40375, -2.32772, -0.22773], [2.67697, -3.99261, -0.62703], [1.11866, -4.33782, -1.40844], [1.85479, -5.58885, -0.63230], [0.67656, -0.26487, 1.47034], [-0.00103, -0.43808, 2.93659], [6.45995, 2.29630, 1.46899], [5.35201, 1.61097, 0.74255], [4.73678, 2.67771, -0.16586], [3.46412, 2.22400, -0.65452], [3.08909, 2.89699, -1.88310], [6.02246, 0.64843, -0.15877], [7.24035, 2.66905, 0.80557], [7.00868, 1.67207, 2.17420], [6.00414, 3.11524, 2.02548], [4.64846, 1.20795, 1.47104], [5.40299, 2.85825, -1.00945], [4.62226, 3.61164, 0.38437], [2.13257, 2.46404, -2.17586], [3.73200, 3.03365, -2.75263], [2.87901, 3.93562, -1.62772], [6.52963, -0.02601, 0.39621], [5.17577, 0.23321, -0.52045], [-5.63808, -1.04682, -2.12657], [-4.18744, -0.53963, -2.12769], [-3.40912, -1.00326, -3.36833], [-1.94795, -0.78196, -3.41075], [-1.23702, -1.56049, -2.38624], [-4.21147, 0.93749, -2.15559], [-5.58359, -2.13545, -2.12754], [-6.15127, -0.79356, -3.05425], [-6.19833, -0.75450, -1.23844], [-3.57605, -0.75072, -1.25034], [-3.88217, -0.57067, -4.24991], [-3.47091, -2.08663, -3.47123], [-1.16525, -0.99716, -1.45586], [-0.28626, -1.81295, -2.85574], [-1.63723, -2.51961, -2.05759], [-3.27103, 1.28691, -2.27209], [-4.72710, 1.36217, -2.91313], [3.57980, -4.86597, -3.52640], [4.60130, -3.78309, -3.84728], [4.30724, -2.65949, -2.87122], [3.00365, -2.13510, -2.82409], [2.88124, -1.21363, -1.84274], [5.92013, -4.35515, -3.66965], [3.64055, -5.65842, -4.27234], [2.59187, -4.42162, -3.64743], [3.58726, -5.26166, -2.51079], [4.39533, -3.48516, -4.87534], [5.08129, -1.92842, -3.10462], [4.57532, -3.08082, -1.90234], [3.45069, -0.34786, -2.18078], [3.37209, -1.62648, -0.96142], [1.82390, -0.95141, -1.80591], [6.59197, -3.60665, -3.76168], [6.04877, -5.06958, -4.37189], [2.08506, 0.88298, 1.25605], [2.44613, 1.12080, 2.11004], [2.56550, 1.42738, 0.63232], [0.11197, 1.57483, -0.71444], [0.73181, 1.23363, -0.06976], [-0.61941, 1.90518, -0.19274], [-1.19746, 1.73455, -3.27559], [-1.34959, 0.84122, -3.58388], [-0.66374, 1.62902, -2.48804]],
  "atomic_forces_ev_per_a": [[0.50, 0.98, 0.59], [0.28, 0.93, -0.52], [0.68, 0.17, -0.13], [-1.91, 0.41, -0.43], [0.03, -1.39, 0.03], [-1.64, -2.61, 0.16], [0.06, -0.22, -0.62], [-0.29, -0.70, -0.02], [0.02, 0.19, 0.06], [-0.31, -0.36, 0.34], [0.30, 0.50, -0.71], [-0.08, -0.02, 1.26], [-0.22, -0.01, -0.39], [0.39, 0.14, 0.33], [-0.09, 0.37, 0.66], [1.91, 0.72, 1.05], [-0.42, 0.20, -1.91], [0.36, -0.21, 1.12], [-0.82, -0.69, 0.12], [0.41, 0.31, 0.02], [0.23, 1.05, -1.20], [-0.85, 0.55, 0.07], [0.24, 1.03, 0.10], [-0.30, 0.26, 0.01], [0.05, -0.31, 0.48], [0.85, -0.28, -0.35], [-0.01, -0.21, -0.80], [-0.39, -0.11, -0.22], [0.25, 0.03, 0.37], [-0.07, -0.31, 0.35], [0.11, 0.25, -0.19], [-0.01, -0.17, 0.73], [-0.24, -0.09, 0.02], [0.96, -0.46, -0.18], [0.25, -0.96, 0.51], [-0.71, 1.51, -1.14], [-0.39, -0.90, 0.84], [0.37, 0.32, -1.01], [-0.49, 0.31, 0.07], [-0.27, -0.51, -0.20], [0.17, -0.23, -0.14], [0.44, 0.45, 0.32], [-0.09, -0.28, -0.48], [-0.03, -0.54, -0.13], [0.37, -0.17, 0.48], [-0.50, -0.05, -0.14], [0.10, -0.11, -0.07], [-0.26, 0.78, -0.06], [0.19, -0.09, 1.13], [0.24, -0.30, 0.21], [-0.01, 0.03, -0.34], [0.46, 0.77, 1.17], [2.01, 0.98, -1.05], [-0.59, -0.49, 0.32], [1.03, 0.27, -1.52], [-1.63, 0.84, 0.99], [-1.74, 0.21, 0.45], [-0.30, 0.20, -0.27], [-0.29, -0.27, 0.12], [0.44, 0.25, 0.25], [-0.24, -0.24, -0.18], [0.14, -0.11, 0.05], [-0.26, 0.20, 0.05], [0.20, -0.09, -0.13], [0.88, -1.16, 0.37], [-0.22, 0.24, 0.22], [-0.08, -0.36, 0.00], [0.39, -1.19, -0.87], [1.17, -1.05, 0.09], [0.23, 1.72, -1.02], [0.91, -1.41, -0.01], [-1.68, -1.19, 1.30], [-0.03, 0.57, -0.69], [0.13, 0.90, 1.19], [-0.21, -0.15, 0.11], [-0.04, 0.37, 0.13], [0.03, 0.26, -0.18], [-0.41, -0.59, 0.29], [0.42, 0.24, -0.11], [-0.45, -0.20, 0.01], [0.46, 0.39, -0.15], [0.21, 0.38, 0.36], [-0.87, -0.13, -0.66], [0.57, 0.05, -0.23], [-0.33, -0.40, -0.27], [-0.91, -0.02, -0.84], [-2.18, -1.28, 0.44], [1.62, -0.17, -0.01], [0.35, -2.57, -2.52], [0.46, 1.28, 0.06], [-0.16, 0.88, 0.56], [0.05, -0.32, 0.23], [-0.16, -0.03, -0.11], [0.60, -0.02, -0.05], [0.06, 0.40, -0.18], [-0.16, 0.97, 0.23], [-0.01, 0.03, 0.48], [0.03, 0.70, 0.49], [-0.53, 0.40, 0.79], [0.09, 0.05, 0.70], [0.54, -0.26, -0.29], [0.35, 0.09, -0.04], [-0.13, -0.24, 0.29], [-0.16, 0.00, 0.38], [0.60, 0.52, -0.87], [-0.07, 0.02, -0.73], [0.25, -0.13, 0.33], [-0.33, 0.15, 0.36], [-0.31, 1.07, -0.08], [-0.08, -0.51, -0.13], [0.46, -0.02, 0.39]],
  "lowdin_charge": [-0.02, -0.32, -0.12, -0.23, -0.07, 0.34, 0.09, 0.10, 0.09, 0.14, 0.13, 0.14, 0.09, 0.11, 0.09, 0.06, 0.09, -0.04, -0.32, -0.16, -0.25, -0.08, 0.05, 0.09, 0.05, 0.08, 0.14, 0.12, 0.13, 0.10, 0.09, 0.09, 0.02, 0.05, -0.05, -0.35, -0.19, -0.16, -0.09, 0.05, 0.07, 0.05, 0.08, 0.14, 0.10, 0.10, 0.07, 0.08, 0.09, 0.01, 0.03, -0.09, -0.44, -0.18, -0.24, -0.07, 0.06, 0.09, 0.08, 0.08, 0.12, 0.13, 0.13, 0.08, 0.10, 0.09, 0.08, 0.05, -0.04, -0.41, -0.15, -0.22, -0.07, 0.04, 0.08, 0.09, 0.07, 0.12, 0.13, 0.12, 0.07, 0.09, 0.09, 0.05, 0.09, -0.07, -0.45, -0.22, -0.17, -0.14, 0.05, 0.08, 0.07, 0.07, 0.14, 0.13, 0.12, 0.09, 0.08, 0.09, 0.07, 0.08, -0.05, 0.06, 0.01, -0.04, 0.00, 0.01, -0.06, -0.01, -0.02]
}


{
  "formula": "C2H3Br2N",
  "method": "ωB97M-V with the def2-TZVPD basis set",
  "e_homo_ev": [-8.50, -9.14],
  "energy_ha": -5280.53677,
  "de_lowest_ev": 6.319,
  "lumo_ev": [-0.4593, -1.7890],
  "molar_mass_g_mol": 200.86,
  "gap_ev": [8.040, 7.351],
  "species": ["C", "C", "N", "Br", "Br", "H", "H", "H"],
  "xyz": [[-1.01179, 0.18954, -1.25652], [0.59292, 0.03264, 1.20801], [0.59250, -0.73308, -0.00582], [-2.01283, -1.25071, -2.00225], [-0.10542, 1.33747, -2.38125], [-0.38863, 0.26212, 1.39390], [1.21579, 0.87881, 1.14469], [1.11747, -0.71679, 1.89925]],
  "atomic_forces_ev_per_a": [[1.99, -2.10, 1.66], [2.22, -3.54, -0.72], [-2.11, 1.52, -1.87], [0.43, 0.75, 0.20], [-0.10, 0.12, -0.28], [-2.25, 0.70, 1.37], [0.77, 1.37, -0.18], [-0.96, 1.18, -0.17]],
  "lowdin_charge": [-1.14, -0.24, 0.05, 0.54, 0.59, 0.03, 0.06, 0.11]
}